1.
{
  "formula": "C48H52AsBrN2O6ScSi",
  "method": "ωB97M-V/def2-TZVPD",
  "symbols": ["Sc", "Br", "C", "C", "C", "C", "O", "C", "C", "N", "C", "C", "C", "C", "C", "C", "C", "C", "N", "C", "C", "H", "H", "H", "H", "H", "H", "H", "H", "H", "H", "C", "As", "C", "C", "O", "H", "H", "H", "H", "H", "H", "H", "H", "H", "C", "C", "C", "C", "Si", "O", "C", "C", "C", "C", "C", "C", "C", "C", "C", "C", "C", "C", "H", "H", "H", "H", "H", "H", "H", "H", "H", "H", "H", "H", "H", "H", "H", "H", "H", "H", "H", "C", "C", "C", "C", "C", "C", "H", "H", "H", "H", "H", "H", "H", "H", "H", "O", "C", "C", "C", "C", "C", "C", "C", "O", "O", "H", "H", "H", "H", "H"],
  "xyz": [[0.69396, -1.00926, -0.23590], [5.88853, 2.03429, 4.69821], [4.87625, 1.22199, 3.30547], [5.32652, 1.30943, 1.98654], [4.59471, 0.74091, 0.97574], [3.37460, 0.04045, 1.21470], [2.76231, -0.53338, 0.25568], [2.93249, -0.00323, 2.57080], [1.74643, -0.71291, 2.98467], [0.89747, -1.30166, 2.23010], [-0.17354, -1.95521, 2.86285], [-0.98842, -1.35504, 3.78248], [-2.09971, -2.04547, 4.31775], [-2.38597, -3.32238, 3.93372], [-1.56200, -3.97153, 2.97939], [-1.79747, -5.28189, 2.50841], [-0.98016, -5.80862, 1.55108], [0.07944, -5.01871, 1.05208], [0.34475, -3.81616, 1.48046], [-0.45641, -3.28630, 2.43617], [3.69826, 0.58289, 3.58816], [6.24590, 1.83776, 1.76578], [4.93036, 0.82422, -0.05054], [1.60145, -0.76193, 4.07072], [-0.80962, -0.32097, 4.05052], [-2.73982, -1.53738, 5.02855], [-3.24733, -3.84644, 4.33073], [-2.63974, -5.84201, 2.89889], [-1.14343, -6.80288, 1.15567], [0.71397, -5.39355, 0.25513], [3.33864, 0.53439, 4.60956], [1.85839, -2.63585, -4.12151], [2.81572, -2.36714, -2.47739], [4.16524, -3.74261, -2.46708], [3.74473, -0.69769, -2.63312], [1.88663, -2.59567, -1.13171], [2.55680, -2.92611, -4.90732], [1.33287, -1.71530, -4.36200], [1.12283, -3.42032, -3.94895], [4.84534, -3.62728, -3.31063], [3.66468, -4.70785, -2.52268], [4.71576, -3.67691, -1.53027], [4.25079, -0.67323, -3.59910], [4.45231, -0.61348, -1.81326], [3.01002, 0.10226, -2.55920], [-2.04609, 4.15687, 1.24253], [-1.68675, 2.71370, 0.88686], [-2.32453, 2.34738, -0.46106], [-2.25592, 1.75328, 1.93751], [0.18831, 2.43495, 0.66355], [0.46896, 0.90799, 0.33919], [1.18368, 3.07091, 2.15900], [0.71782, 3.09513, 3.47590], [1.51251, 3.53522, 4.52885], [2.80624, 3.97276, 4.28815], [3.29565, 3.95811, 2.99013], [2.49520, 3.51251, 1.94879], [0.74192, 3.54722, -0.76700], [0.91506, 4.92745, -0.63350], [1.27755, 5.71990, -1.71449], [1.47935, 5.14117, -2.96170], [1.31649, 3.77137, -3.11551], [0.95177, 2.98462, -2.02897], [-3.13593, 4.26568, 1.32267], [-1.70294, 4.85562, 0.47543], [-1.60999, 4.46510, 2.19632], [-3.41858, 2.42608, -0.39323], [-2.07668, 1.32222, -0.74530], [-1.98969, 3.01702, -1.25860], [-3.35112, 1.85008, 1.96645], [-1.89687, 1.96939, 2.94468], [-2.01813, 0.71833, 1.69254], [-0.28777, 2.76649, 3.69825], [1.11773, 3.53715, 5.53866], [3.43520, 4.30688, 5.10458], [4.31319, 4.27500, 2.79333], [2.90377, 3.50140, 0.94413], [0.77938, 5.39336, 0.33749], [1.40767, 6.78806, -1.58413], [1.76482, 5.75617, -3.80725], [1.47166, 3.31081, -4.08514], [0.81138, 1.91421, -2.16017], [-0.93343, 1.23740, -5.31496], [-1.47504, 0.13299, -4.39785], [-2.80704, 0.58875, -3.78536], [-1.70177, -1.15073, -5.20749], [-0.52051, -0.12998, -3.30795], [0.20966, -0.37041, -2.36019], [-1.64322, 1.44688, -6.12067], [0.01709, 0.93620, -5.76013], [-0.76712, 2.15498, -4.74747], [-3.54355, 0.77496, -4.57331], [-2.66767, 1.50353, -3.20877], [-3.19648, -0.17534, -3.11076], [-2.43997, -0.97945, -5.99673], [-2.05882, -1.94861, -4.55519], [-0.77143, -1.48320, -5.67314], [-3.98535, -0.51668, 0.44459], [-4.23497, -1.84580, 0.38348], [-5.50362, -2.34788, 0.66875], [-5.76683, -3.70267, 0.55629], [-4.77025, -4.57142, 0.13596], [-3.51276, -4.06369, -0.15189], [-3.21271, -2.71415, -0.01212], [-1.78435, -2.28900, -0.26535], [-1.09300, -2.96335, -1.03637], [-1.33060, -1.28669, 0.38173], [-4.77719, -0.05397, 0.74096], [-6.28669, -1.66095, 0.97385], [-6.75803, -4.07419, 0.78670], [-4.97109, -5.63006, 0.03246], [-2.71213, -4.70932, -0.48736]],
  "forces_ev_per_a": [[0.57, 0.42, 0.67], [0.02, -0.03, 0.00], [0.04, -0.02, 0.00], [-0.01, 0.01, -0.01], [0.01, 0.00, 0.00], [0.01, 0.04, 0.01], [-0.11, -0.06, -0.19], [0.00, -0.02, -0.01], [-0.02, 0.02, 0.01], [0.01, 0.02, -0.05], [-0.02, 0.00, 0.00], [0.02, 0.01, -0.02], [-0.03, -0.01, 0.01], [0.01, 0.01, 0.00], [0.01, -0.01, 0.00], [0.01, -0.01, 0.01], [0.02, -0.01, 0.03], [0.00, -0.02, 0.00], [0.02, 0.00, 0.02], [-0.01, 0.00, 0.00], [-0.01, 0.01, 0.01], [0.00, -0.01, 0.00], [0.00, -0.01, 0.00], [0.01, -0.01, 0.00], [0.00, 0.00, 0.00], [0.00, 0.00, 0.00], [0.00, 0.00, 0.00], [0.00, 0.00, 0.00], [0.00, 0.00, 0.00], [0.00, 0.00, 0.00], [0.00, -0.01, 0.00], [-0.02, -0.05, 0.02], [-0.06, -0.04, -0.17], [0.03, 0.04, 0.04], [-0.02, 0.03, 0.03], [-0.21, -0.06, 0.09], [-0.01, 0.01, -0.01], [0.01, 0.00, 0.02], [0.01, 0.00, 0.00], [0.00, 0.00, 0.00], [0.01, 0.00, 0.01], [0.00, 0.00, 0.00], [0.00, 0.00, 0.00], [0.00, -0.01, 0.00], [-0.01, -0.01, -0.01], [0.01, -0.02, -0.01], [0.01, -0.01, 0.02], [0.02, 0.01, -0.01], [-0.02, 0.02, -0.03], [-0.09, 0.11, 0.03], [0.04, -0.31, -0.10], [-0.02, 0.01, -0.01], [0.04, 0.00, -0.01], [0.01, 0.00, -0.01], [-0.04, 0.03, 0.02], [-0.02, 0.01, -0.02], [0.00, 0.00, -0.01], [0.01, 0.02, 0.01], [0.00, -0.01, -0.02], [0.01, 0.01, -0.04], [-0.01, 0.01, 0.02], [0.02, 0.01, 0.01], [-0.01, -0.08, 0.02], [0.00, 0.00, 0.00], [0.00, 0.00, 0.00], [0.01, 0.01, 0.02], [0.00, 0.00, 0.00], [-0.01, 0.00, 0.00], [0.00, 0.00, 0.00], [0.00, -0.01, 0.00], [0.01, 0.02, 0.03], [0.01, -0.05, 0.00], [-0.04, -0.01, 0.01], [0.00, 0.00, 0.00], [-0.01, 0.00, -0.01], [0.00, 0.01, 0.00], [0.00, 0.00, 0.00], [0.00, 0.00, 0.01], [0.00, 0.01, 0.00], [0.00, 0.01, 0.00], [0.00, 0.00, 0.00], [0.03, 0.12, 0.01], [0.00, 0.02, 0.01], [-0.02, 0.04, 0.00], [0.00, 0.00, -0.01], [0.00, 0.00, 0.00], [0.04, -0.01, 0.00], [0.02, -0.07, -0.18], [0.00, 0.00, 0.00], [0.01, 0.00, 0.00], [-0.01, -0.02, -0.01], [0.00, 0.00, 0.00], [0.00, 0.00, 0.00], [0.00, 0.00, 0.00], [0.00, 0.00, 0.00], [0.00, 0.00, 0.00], [0.00, 0.00, 0.00], [0.00, 0.08, 0.03], [-0.01, -0.05, -0.02], [0.01, -0.01, 0.00], [-0.01, 0.00, 0.01], [0.00, 0.00, -0.01], [-0.01, 0.01, -0.01], [-0.01, 0.05, 0.01], [-0.01, -0.04, -0.11], [-0.01, -0.02, -0.03], [-0.20, -0.08, -0.08], [0.05, -0.03, -0.02], [0.00, 0.00, 0.00], [0.00, 0.00, 0.00], [0.00, 0.00, 0.00], [-0.01, 0.01, -0.01]],
  "mulliken_charge": [-1.58, -0.19, -0.56, -0.58, -0.92, 0.21, 0.07, 0.59, -0.74, 1.17, -0.83, -0.10, -1.05, -1.05, 1.33, -0.56, -0.93, -0.29, -0.29, 0.58, -0.57, 0.40, 0.29, 0.46, 0.49, 0.39, 0.40, 0.43, 0.38, 0.41, 0.43, -0.97, 0.74, -1.30, -0.70, -0.27, 0.50, 0.00, 0.33, 0.42, 0.37, 0.33, 0.59, 0.20, -0.06, -2.14, 2.98, -1.93, -1.31, -2.30, 3.96, 1.18, -0.13, -0.99, -0.61, -0.92, -0.12, 0.18, -0.20, -0.87, -0.71, -0.67, -0.13, 0.53, 0.37, 0.26, 0.55, -0.01, 0.43, 0.42, 0.12, -0.14, 0.29, 0.42, 0.40, 0.40, 0.43, 0.47, 0.40, 0.35, 0.47, 0.09, -1.74, 2.46, -1.49, -1.70, 0.05, -0.59, 0.45, 0.34, 0.25, 0.46, 0.14, 0.25, 0.45, 0.23, 0.31, -0.08, 0.60, -0.96, -0.63, -0.91, -0.77, -0.03, 1.01, -0.74, 0.14, 0.23, 0.43, 0.38, 0.41, 0.56],
  "charge": -1,
  "total_energy_ev": -225353.5292,
  "de_lowest_kcal_mol": 24.5
}

2.
{
  "formula": "C48H52BClFeN8O4",
  "method": "ωB97M-V/def2-TZVPD",
  "symbols": ["Fe", "C", "C", "N", "C", "C", "C", "C", "C", "C", "C", "N", "C", "C", "C", "C", "C", "C", "C", "C", "N", "C", "H", "H", "H", "H", "H", "H", "H", "H", "H", "H", "H", "H", "N", "C", "O", "Cl", "O", "O", "O", "N", "C", "C", "N", "C", "H", "H", "H", "H", "C", "C", "C", "C", "C", "C", "C", "C", "C", "C", "C", "C", "N", "B", "N", "C", "C", "C", "C", "C", "C", "C", "C", "C", "C", "C", "C", "C", "C", "H", "H", "H", "H", "H", "H", "H", "H", "H", "H", "H", "H", "H", "H", "H", "H", "H", "H", "H", "H", "H", "H", "H", "H", "H", "H", "H", "H", "H", "H", "H", "H", "H", "H", "H", "H"],
  "xyz": [[-0.14584, 0.92551, -1.03218], [2.03886, 0.38901, 2.91448], [1.27589, 0.72591, 1.87479], [0.45019, -0.17161, 1.07147], [1.17572, -1.37408, 0.63675], [1.55185, -2.33634, 1.56828], [2.37694, -0.97868, 3.44447], [2.28807, -3.45517, 1.19181], [2.69310, -3.57358, -0.12281], [2.33049, -2.63016, -1.06136], [1.50908, -1.53369, -0.74363], [1.09446, -0.58494, -1.64720], [1.09530, -0.77749, -3.00231], [1.25421, -1.93700, -3.75183], [1.27760, -1.91264, -5.15853], [1.11460, -0.76850, -5.88458], [0.81015, 0.42544, -5.18898], [0.46079, 1.63115, -5.83185], [0.04673, 2.70960, -5.09955], [-0.03534, 2.57528, -3.70424], [0.32392, 1.48139, -3.08130], [0.76630, 0.40909, -3.78041], [2.47129, 1.22443, 3.45602], [1.09304, 1.77190, 1.66871], [2.36550, -0.91372, 4.54061], [2.59146, -4.18095, 1.93386], [3.31892, -4.40710, -0.42226], [2.72995, -2.72666, -2.05751], [1.30794, -2.90139, -3.27412], [1.43460, -2.85501, -5.67106], [1.15685, -0.76587, -6.96657], [0.49512, 1.67910, -6.91440], [-0.25761, 3.63413, -5.57034], [-0.42717, 3.37844, -3.08930], [-1.67621, 1.84564, 1.07768], [-1.26800, 2.43947, 0.17317], [-2.33870, -0.91361, -3.40072], [-2.66901, -0.26374, -2.17337], [-3.98919, -0.59734, -1.75075], [-1.71243, -0.68743, -1.13579], [-2.51512, 1.16242, -2.31342], [2.92457, 4.04111, -0.38572], [3.76037, 3.01189, -0.75516], [2.95277, 1.93021, -0.93179], [1.65076, 2.27945, -0.66967], [1.66492, 3.54797, -0.35052], [3.19034, 4.98216, -0.16423], [4.82248, 3.14615, -0.85927], [3.20074, 0.92439, -1.22985], [0.79624, 4.12671, -0.07847], [-0.08963, 3.81871, 3.45291], [-0.80516, 2.66221, 4.15571], [-0.80615, 2.89790, 5.66838], [-2.20493, 2.43914, 3.60883], [-3.13767, 3.44876, 3.74701], [-4.41130, 3.35382, 3.20338], [-4.75209, 2.13323, 2.63796], [-3.86153, 1.07958, 2.48671], [-4.46765, -0.20814, 1.91965], [-5.55962, -0.72205, 2.86973], [-3.56488, -1.38449, 1.55827], [-2.46888, 1.35344, 2.69274], [-1.59634, 0.19157, 2.90363], [-0.49399, -0.45752, 2.23574], [-0.02500, -1.44423, 3.15945], [-0.75198, -1.32914, 4.33952], [-1.69565, -0.38733, 4.16911], [1.29287, -2.05027, 3.04171], [3.79464, -1.38134, 3.06270], [4.40961, -2.39081, 3.72764], [3.79823, -3.33037, 4.58383], [2.44363, -3.71821, 4.62295], [1.34946, -3.29432, 3.91786], [0.11912, -4.19641, 3.92734], [0.33600, -5.46755, 3.09550], [-0.31767, -4.60821, 5.34035], [4.55228, -0.58858, 2.01367], [5.46693, -1.44901, 1.14267], [5.35616, 0.55232, 2.64895], [0.93912, 3.92541, 3.81292], [-0.61076, 4.76167, 3.63981], [-0.06702, 3.67249, 2.37265], [-0.21793, 1.76515, 3.97586], [-1.32799, 3.82431, 5.92106], [0.21362, 2.97468, 6.05528], [-1.31205, 2.08262, 6.18777], [-2.86297, 4.32502, 4.32643], [-5.13957, 4.14683, 3.31003], [-5.77729, 1.97029, 2.32445], [-4.95122, 0.07686, 0.97829], [-5.12560, -0.94890, 3.84826], [-6.01194, -1.63621, 2.47646], [-6.35305, 0.00722, 3.02858], [-3.09179, -1.83214, 2.43699], [-2.80263, -1.12075, 0.83720], [-4.18756, -2.15336, 1.09333], [-0.56190, -1.93686, 5.20768], [-2.47122, -0.07810, 4.84931], [5.47464, -2.53092, 3.56133], [4.46841, -3.94880, 5.17125], [2.26508, -4.58817, 5.24951], [-0.69527, -3.65018, 3.45692], [1.23337, -5.99949, 3.42251], [0.43919, -5.24345, 2.03453], [-0.51769, -6.13900, 3.21593], [0.29140, -5.43457, 5.71503], [-1.35373, -4.95004, 5.32340], [-0.23775, -3.79653, 6.06504], [3.80317, -0.14444, 1.35503], [6.34727, -1.79544, 1.69074], [5.82429, -0.86158, 0.29339], [4.93523, -2.31610, 0.75802], [6.08378, 0.14863, 3.35722], [4.71656, 1.25307, 3.18577], [5.89812, 1.11134, 1.88222]],
  "forces_ev_per_a": [[-0.06, 0.05, 0.59], [0.01, 0.16, -0.15], [0.01, 0.10, 0.07], [-0.02, -0.17, 0.17], [-0.12, 0.00, -0.13], [0.00, -0.04, -0.04], [0.05, -0.04, 0.05], [0.04, 0.06, 0.05], [0.03, -0.08, 0.05], [0.13, 0.00, -0.06], [-0.09, 0.07, 0.29], [0.25, -0.31, -0.18], [-0.17, 0.27, -0.09], [-0.01, -0.01, 0.03], [0.01, -0.01, -0.06], [0.05, -0.01, -0.05], [-0.03, -0.08, 0.05], [0.00, 0.07, 0.01], [0.01, -0.08, 0.03], [0.05, 0.05, -0.05], [-0.16, -0.05, -0.10], [0.00, -0.10, 0.12], [0.06, -0.02, -0.01], [0.01, -0.04, 0.02], [-0.09, -0.01, -0.03], [-0.01, 0.01, 0.00], [0.00, 0.01, -0.01], [-0.04, 0.04, 0.03], [0.03, 0.05, 0.02], [-0.02, 0.01, -0.03], [-0.02, -0.01, 0.00], [0.00, -0.02, -0.01], [0.01, 0.01, -0.01], [-0.01, -0.02, 0.03], [0.59, -0.04, -1.20], [0.20, 0.53, -0.63], [0.05, -0.21, -0.28], [-0.07, -0.13, 0.01], [-0.23, -0.06, 0.07], [0.14, 0.18, 0.09], [0.00, 0.40, -0.02], [-0.05, -0.11, -0.01], [0.07, -0.01, -0.01], [0.05, -0.01, 0.02], [0.12, 0.15, -0.04], [-0.11, 0.01, 0.07], [0.02, 0.04, 0.00], [-0.01, -0.02, 0.00], [0.01, 0.01, -0.01], [-0.01, -0.02, -0.02], [-0.02, 0.12, -0.08], [0.06, -0.03, 0.16], [-0.09, -0.02, 0.00], [0.28, 0.17, -0.94], [-0.01, 0.11, 0.11], [0.09, -0.26, 0.08], [-0.10, 0.08, -0.01], [0.37, 0.17, -0.50], [-0.08, -0.05, -0.08], [0.03, 0.00, 0.07], [0.00, -0.11, 0.11], [-1.32, -0.95, 3.12], [0.17, 0.30, -0.38], [-0.09, 0.02, -0.11], [-0.01, -0.21, -0.14], [0.05, 0.12, 0.12], [0.00, -0.04, 0.05], [0.03, 0.03, 0.00], [0.02, 0.08, 0.02], [0.08, 0.03, -0.06], [-0.01, -0.05, 0.05], [-0.09, 0.07, 0.05], [0.06, -0.09, -0.12], [0.04, -0.01, 0.01], [0.00, -0.04, -0.09], [0.02, -0.01, 0.06], [-0.07, -0.04, 0.02], [0.05, 0.02, 0.04], [-0.03, 0.02, 0.01], [0.00, -0.03, 0.02], [0.02, 0.01, 0.02], [-0.02, -0.04, -0.02], [0.01, -0.10, -0.03], [-0.01, 0.01, 0.01], [0.01, 0.00, -0.02], [0.02, -0.02, 0.01], [-0.03, 0.04, -0.01], [0.02, 0.01, 0.00], [-0.04, 0.03, -0.03], [-0.04, 0.02, 0.01], [0.01, -0.04, -0.02], [0.00, 0.02, -0.01], [-0.01, 0.02, 0.01], [-0.02, 0.01, 0.00], [0.11, 0.06, -0.09], [0.01, 0.01, -0.02], [-0.05, 0.00, -0.05], [0.00, -0.01, 0.00], [-0.02, -0.01, 0.01], [0.00, 0.01, 0.01], [0.00, -0.01, 0.00], [-0.05, 0.02, 0.05], [-0.01, 0.00, 0.02], [0.02, 0.02, 0.01], [-0.01, 0.01, 0.00], [0.01, 0.00, -0.01], [0.00, -0.02, 0.00], [-0.03, 0.00, -0.05], [0.01, 0.01, -0.03], [-0.01, 0.00, 0.01], [0.01, 0.00, 0.01], [-0.04, -0.04, -0.03], [0.02, 0.00, -0.01], [0.00, -0.01, 0.01], [0.00, 0.00, -0.01]],
  "mulliken_spin": [3.68, 0.04, 0.01, 0.05, 0.04, 0.05, 0.11, -0.05, 0.01, 0.00, -0.02, 0.01, -0.01, 0.01, 0.00, 0.01, 0.00, 0.00, 0.00, 0.01, 0.05, 0.02, -0.01, 0.00, -0.01, -0.01, 0.00, 0.00, 0.00, 0.00, 0.00, 0.00, 0.00, 0.00, 0.06, 0.01, 0.00, 0.00, 0.00, 0.03, 0.01, 0.00, 0.00, 0.02, 0.03, 0.00, 0.00, 0.00, 0.00, 0.00, 0.00, 0.00, 0.00, 0.00, 0.00, 0.00, 0.00, 0.00, 0.00, 0.00, 0.00, -0.01, 0.00, 0.01, 0.02, 0.01, 0.01, 0.00, 0.18, -0.19, 0.46, -0.16, 0.30, 0.01, 0.04, 0.03, 0.06, 0.01, 0.03, 0.00, 0.00, 0.00, 0.00, 0.00, 0.00, 0.00, 0.00, 0.00, 0.00, 0.00, 0.00, 0.00, 0.00, 0.00, 0.00, 0.00, -0.02, 0.00, 0.01, 0.02, 0.00, 0.01, 0.00, -0.01, 0.00, 0.00, 0.00, -0.01, 0.00, 0.00, 0.00, 0.00, 0.00, 0.00, 0.00],
  "charge": -1,
  "total_energy_ev": -118312.6306,
  "de_lowest_kcal_mol": 1.2,
  "spin_multiplicity": 6
}